(1)
{
  "formula": "C22H11Cl2NPbS7",
  "method": "ωB97M-V/def2-TZVPD",
  "largest_force_ev_per_a": 0.49,
  "gap_ev": 5.68,
  "homo_energy_ev": -1.8118,
  "total_charge": -2,
  "lumo_ev": 3.9,
  "symbols": ["Pb", "Cl", "C", "C", "C", "C", "C", "Cl", "C", "S", "H", "H", "H", "S", "C", "C", "C", "C", "C", "C", "N", "C", "C", "C", "C", "C", "C", "C", "H", "H", "H", "H", "H", "H", "H", "H", "S", "C", "S", "C", "C", "S", "S", "S"],
  "xyz": [[-0.5046, 0.2755, -0.0417], [-3.0143, -2.8705, 0.1635], [-2.5783, -4.5095, -0.2339], [-3.5822, -5.4545, -0.1518], [-3.3192, -6.7863, -0.4486], [-2.0328, -7.1391, -0.8229], [-1.0445, -6.1736, -0.8958], [0.5451, -6.7306, -1.3757], [-1.2393, -4.8012, -0.6121], [-0.0158, -3.6077, -0.7115], [-4.5710, -5.1341, 0.1503], [-4.1014, -7.5324, -0.3848], [-1.7800, -8.1643, -1.0618], [4.4907, 1.4805, 0.3514], [4.5680, -0.2503, 0.4252], [5.6737, -1.0812, 0.5745], [5.4617, -2.4474, 0.5951], [4.1726, -2.9759, 0.4684], [3.0728, -2.1537, 0.3234], [3.2743, -0.7737, 0.3002], [2.2770, 0.1767, 0.1479], [2.7469, 1.3790, 0.1550], [1.9137, 2.5826, 0.0251], [2.5120, 3.8469, 0.0299], [1.7303, 4.9828, -0.0762], [0.3509, 4.8490, -0.1812], [-0.2325, 3.5887, -0.1868], [0.5247, 2.4181, -0.0800], [6.6713, -0.6714, 0.6756], [6.3071, -3.1157, 0.7092], [4.0261, -4.0487, 0.4758], [2.0790, -2.5717, 0.2138], [3.5887, 3.9530, 0.1139], [2.1922, 5.9631, -0.0709], [-0.2754, 5.7332, -0.2417], [-1.3146, 3.5124, -0.2393], [-2.2782, 4.9914, 5.4675], [-2.0647, 3.7589, 4.3562], [-2.9970, 3.5800, 2.9301], [-2.1913, 2.1866, 2.2467], [-1.1237, 1.7384, 2.9511], [-0.0834, 0.3812, 2.6034], [-0.7688, 2.6390, 4.4088], [-2.8559, 1.5193, 0.7778]]
}

(2)
{
  "formula": "C38H35GeLaN3O2S2Si",
  "method": "ωB97M-V/def2-TZVPD",
  "largest_force_ev_per_a": 1.22,
  "gap_ev": 7.21,
  "homo_energy_ev": -5.0923,
  "total_charge": -1,
  "lumo_ev": 2.1,
  "symbols": ["La", "S", "C", "C", "C", "C", "N", "C", "C", "C", "S", "C", "N", "H", "H", "C", "Si", "C", "C", "N", "C", "C", "C", "C", "C", "C", "H", "H", "H", "H", "H", "H", "H", "H", "H", "H", "H", "H", "H", "H", "O", "C", "O", "C", "C", "Ge", "C", "C", "C", "C", "C", "C", "C", "C", "C", "C", "C", "C", "C", "C", "C", "C", "C", "C", "H", "H", "H", "H", "H", "H", "H", "H", "H", "H", "H", "H", "H", "H", "H", "H", "H", "H", "H"],
  "xyz": [[-0.6574, 1.2750, 2.1380], [-2.6060, 2.7397, 3.4388], [-2.7027, 4.2327, 2.5249], [-3.8426, 5.0119, 2.7430], [-4.0529, 6.2232, 2.0998], [-5.2155, 6.9880, 2.4107], [-6.1509, 7.5931, 2.6991], [-3.0949, 6.6800, 1.1755], [-1.9571, 5.9182, 0.9589], [-1.7213, 4.7078, 1.6172], [-0.2021, 3.9052, 1.2713], [-3.3120, 7.9006, 0.4716], [-3.4992, 8.8860, -0.0927], [-4.5819, 4.6499, 3.4441], [-1.2131, 6.2672, 0.2557], [0.8361, 2.6387, 5.2349], [0.6073, 0.7667, 5.4662], [-1.0427, 0.4246, 6.3366], [1.9495, 0.2763, 6.7219], [0.5726, 0.0692, 3.8920], [1.3736, -0.8876, 3.3257], [0.9925, -1.4500, 2.0834], [1.8219, -2.3046, 1.3841], [3.0507, -2.6880, 1.8991], [3.4046, -2.2277, 3.1613], [2.5871, -1.3637, 3.8666], [0.8814, 3.1573, 6.1959], [0.0120, 3.0852, 4.6710], [1.7649, 2.8508, 4.6985], [-1.1021, 0.9891, 7.2709], [-1.1598, -0.6345, 6.5770], [-1.8896, 0.7250, 5.7149], [1.7750, 0.8066, 7.6606], [2.9471, 0.5468, 6.3691], [1.9385, -0.7950, 6.9365], [-0.0023, -1.2286, 1.6973], [1.4982, -2.6863, 0.4267], [3.7053, -3.3390, 1.3336], [4.3404, -2.5465, 3.6069], [2.8976, -1.0176, 4.8413], [-2.3547, -0.0886, 1.0067], [-1.7393, 0.0578, -0.0858], [-0.6333, 0.6666, -0.1344], [-2.3223, -0.5279, -1.3575], [-1.6628, -1.8716, -1.7247], [-0.0224, -1.8551, -2.8774], [0.5364, -3.7524, -3.0336], [0.9415, -4.2645, -4.2655], [1.3659, -5.5791, -4.3931], [1.4091, -6.4049, -3.2784], [1.0007, -5.9161, -2.0463], [0.5575, -4.6060, -1.9312], [1.5308, -0.7098, -2.4987], [2.7839, -1.2622, -2.2532], [3.8673, -0.4510, -1.9480], [3.7076, 0.9248, -1.8836], [2.4737, 1.4921, -2.1763], [1.3993, 0.6780, -2.4983], [-0.6605, -1.3826, -4.6852], [-0.0368, -0.4002, -5.4505], [-0.4826, -0.1054, -6.7322], [-1.5593, -0.7954, -7.2683], [-2.1848, -1.7854, -6.5224], [-1.7347, -2.0752, -5.2435], [-2.2056, 0.1895, -2.1719], [-3.3841, -0.6761, -1.1631], [-2.3705, -2.4377, -2.3346], [-1.4904, -2.4584, -0.8188], [0.9130, -3.6236, -5.1405], [1.6634, -5.9597, -5.3625], [1.7570, -7.4263, -3.3706], [1.0276, -6.5550, -1.1721], [0.2141, -4.2520, -0.9659], [2.9131, -2.3385, -2.2931], [4.8343, -0.8965, -1.7494], [4.5441, 1.5569, -1.6125], [2.3441, 2.5670, -2.1430], [0.4438, 1.1304, -2.7257], [0.8075, 0.1383, -5.0354], [0.0115, 0.6641, -7.3126], [-1.9096, -0.5662, -8.2671], [-3.0236, -2.3301, -6.9384], [-2.2202, -2.8580, -4.6690]]
}

(3)
{
  "formula": "C18H23CoN6S2",
  "method": "ωB97M-V/def2-TZVPD",
  "largest_force_ev_per_a": 0.60,
  "gap_ev": [7.21, 7.35],
  "homo_energy_ev": [-10.7451, -10.7840],
  "total_charge": 1,
  "multiplicity": 2,
  "lumo_ev": [-3.5, -3.4],
  "symbols": ["Co", "N", "C", "S", "N", "N", "C", "C", "C", "C", "C", "C", "C", "C", "C", "C", "C", "C", "N", "H", "H", "H", "H", "H", "H", "H", "H", "H", "H", "H", "C", "C", "N", "C", "S", "N", "C", "C", "H", "H", "H", "H", "H", "H", "H", "H", "H", "H", "H", "H"],
  "xyz": [[-0.1184, -0.1106, -1.2976], [-4.2848, -0.1594, -0.7650], [-2.9718, 0.0654, -0.8958], [-1.9895, -1.2318, -1.5589], [-2.5118, 1.2304, -0.5102], [-1.1824, 1.3428, -0.6958], [-0.5501, 2.4369, -0.4220], [-1.1756, 3.6530, 0.1267], [-0.9940, 4.8751, -0.5200], [-1.5809, 6.0233, -0.0130], [-2.3363, 5.9607, 1.1486], [-2.5152, 4.7467, 1.7972], [-1.9466, 3.5926, 1.2852], [0.8915, 2.3672, -0.7378], [1.8083, 3.3489, -0.4062], [3.1349, 3.1878, -0.7838], [3.5103, 2.0540, -1.4811], [2.5499, 1.0904, -1.7429], [1.2808, 1.2364, -1.3771], [-4.6924, -0.9993, -1.1325], [-4.8833, 0.6012, -0.4888], [-0.4125, 4.9250, -1.4325], [-1.4497, 6.9659, -0.5269], [-2.7893, 6.8581, 1.5477], [-3.1057, 4.6980, 2.7021], [-2.0992, 2.6426, 1.7782], [1.4837, 4.2243, 0.1362], [3.8656, 3.9448, -0.5338], [4.5298, 1.8984, -1.8015], [2.8011, 0.1671, -2.2480], [2.4321, -3.3513, 2.8069], [0.9383, -3.2360, 2.5480], [0.5588, -3.7176, 1.2185], [0.5997, -2.9967, 0.1020], [1.2056, -1.3794, 0.1443], [0.1806, -3.5451, -1.0347], [-0.3104, -4.9093, -1.1945], [0.8013, -5.9506, -1.2480], [2.6646, -2.9879, 3.8072], [2.9950, -2.7576, 2.0879], [2.7613, -4.3884, 2.7381], [0.6019, -2.2049, 2.6407], [0.3755, -3.8321, 3.2656], [0.2608, -4.6774, 1.1510], [0.3374, -2.9997, -1.8654], [-0.8870, -4.9260, -2.1179], [-1.0283, -5.1187, -0.3974], [1.4523, -5.7721, -2.1030], [0.3727, -6.9469, -1.3491], [1.4213, -5.9382, -0.3509]]
}